No. 1
{
  "formula": "H18N6",
  "method": "ωB97M-V/def2-TZVPD",
  "symbols": ["N", "H", "H", "H", "N", "H", "H", "H", "N", "H", "H", "H", "N", "H", "H", "H", "N", "H", "H", "H", "N", "H", "H", "H"],
  "xyz": [[1.994195, 1.968986, 2.022851], [2.738871, 1.382654, 1.804990], [2.016130, 2.779070, 2.556849], [1.227382, 1.773071, 1.498309], [-0.882579, 2.317644, -2.693209], [-0.018206, 2.883246, -2.724205], [-1.665684, 2.803672, -3.053795], [-0.995205, 1.805585, -1.829628], [0.697415, -0.723451, 2.321013], [0.561545, -1.382538, 1.637119], [1.273172, -1.240568, 2.918771], [1.095213, 0.094619, 1.956815], [-1.415102, 0.602566, 0.134881], [-2.039218, 1.079979, -0.536153], [-1.467181, 0.996505, 0.999528], [-1.694945, -0.405912, 0.116238], [1.398288, -0.384414, -1.498804], [0.664008, -0.531603, -2.174473], [1.125669, 0.097116, -0.659303], [1.589018, -1.348088, -1.327789], [-1.588437, -3.371100, -0.427362], [-2.457284, -3.893546, -0.235336], [-1.165324, -3.765503, -1.212959], [-0.991738, -3.537990, 0.405657]],
  "forces_ev_per_angstrom": [[0.6, -0.4, 0.6], [1.7, -0.2, 0.1], [0.4, 1.1, 0.7], [-2.5, 0.1, -1.6], [1.8, -0.2, -0.3], [-1.0, -0.6, 0.2], [-0.7, 0.4, 0.1], [0.1, 0.4, -0.2], [-1.6, 0.1, 1.2], [-0.9, -1.4, -2.6], [1.4, 0.0, 1.5], [0.8, 0.7, -0.1], [-0.4, -2.1, -4.0], [0.4, -0.3, 1.0], [-0.5, 1.1, 2.9], [0.4, 1.3, 0.4], [0.6, -0.4, -1.0], [-0.6, 1.1, 0.1], [-0.7, -0.2, -0.1], [0.7, -0.6, 0.9], [-1.0, 0.3, 2.6], [0.6, 0.4, -0.3], [0.9, -0.8, -1.4], [-0.4, 0.1, -1.0]],
  "nbo_charge": [-1.11, 0.38, 0.38, 0.36, -1.11, 0.37, 0.36, 0.37, -1.06, 0.34, 0.35, 0.36, -1.10, 0.35, 0.36, 0.39, -1.08, 0.36, 0.37, 0.34, -1.07, 0.36, 0.36, 0.36],
  "multiplicity": 1
}



No. 2
{
  "formula": "C20H55N5O5",
  "method": "ωB97M-V/def2-TZVPD",
  "symbols": ["C", "C", "C", "O", "C", "N", "H", "H", "H", "H", "H", "H", "H", "H", "H", "H", "H", "C", "C", "C", "O", "C", "N", "H", "H", "H", "H", "H", "H", "H", "H", "H", "H", "H", "C", "C", "C", "O", "C", "N", "H", "H", "H", "H", "H", "H", "H", "H", "H", "H", "H", "C", "C", "C", "O", "C", "N", "H", "H", "H", "H", "H", "H", "H", "H", "H", "H", "H", "C", "C", "C", "O", "C", "N", "H", "H", "H", "H", "H", "H", "H", "H", "H", "H", "H"],
  "xyz": [[13.779270, -20.205700, 13.120180], [13.530250, -20.323500, 14.604510], [13.302410, -21.829870, 14.955780], [12.860930, -21.864910, 16.301240], [12.429230, -23.121860, 16.691890], [14.754280, -19.958150, 15.311520], [13.957260, -19.209670, 12.714790], [13.019370, -20.810920, 12.625870], [14.698520, -20.776300, 12.987860], [12.719360, -19.630300, 14.828200], [14.219130, -22.419130, 14.978180], [12.627350, -22.222050, 14.195130], [11.668290, -23.608200, 16.081510], [12.020070, -23.008660, 17.695810], [13.217810, -23.869560, 16.607170], [14.810170, -18.966140, 15.492880], [14.674460, -20.418940, 16.206730], [18.196180, -17.394010, 20.519820], [18.941310, -16.530870, 21.560260], [20.276390, -15.891120, 21.091650], [21.072020, -16.794350, 20.324820], [22.313310, -16.291040, 19.722900], [18.111170, -15.615750, 22.302120], [17.347980, -17.837130, 21.041650], [18.826370, -18.174070, 20.092670], [17.810110, -16.775480, 19.709590], [19.275810, -17.305800, 22.249950], [20.744710, -15.495600, 21.992950], [19.959430, -15.070090, 20.448570], [22.837520, -15.631920, 20.414900], [22.097570, -15.886520, 18.734000], [22.925720, -17.183810, 19.596410], [18.632340, -14.997150, 22.906940], [17.522730, -16.246770, 22.827150], [15.681970, -18.208260, 20.769380], [16.105310, -19.214080, 21.839790], [16.606420, -18.518450, 23.157040], [17.739330, -17.603670, 22.982570], [18.112220, -16.995850, 24.196170], [15.051100, -20.174280, 22.112640], [15.031360, -17.469730, 21.237750], [15.265880, -18.692560, 19.885970], [16.544450, -17.617260, 20.461220], [16.938700, -19.855170, 21.552460], [16.878800, -19.401110, 23.735680], [15.712200, -18.024200, 23.536760], [18.114750, -17.651930, 25.066590], [17.369340, -16.241640, 24.455760], [19.063910, -16.477210, 24.311930], [15.312090, -20.788320, 22.870880], [14.930780, -20.660080, 21.235360], [14.991600, -26.294750, 18.313340], [13.939230, -25.258110, 18.429000], [14.519090, -23.768360, 18.644270], [15.378930, -23.170390, 17.719790], [15.255190, -21.787110, 17.728970], [13.172600, -25.265070, 17.194460], [15.508600, -26.201450, 17.358300], [14.429150, -27.220250, 18.190090], [15.761180, -26.127870, 19.066990], [13.275700, -25.398670, 19.282270], [15.014920, -23.534520, 19.586380], [13.553330, -23.266310, 18.702250], [15.408310, -21.395730, 18.734690], [14.247250, -21.551710, 17.387290], [15.997890, -21.250520, 17.138570], [13.859060, -25.060430, 16.482420], [12.798000, -26.197420, 17.091960], [16.896350, -18.060340, 17.255610], [16.307060, -18.434350, 18.660580], [15.229320, -19.510740, 18.454810], [14.053310, -18.950450, 17.853400], [13.034800, -19.895120, 17.486870], [17.486440, -18.926270, 19.287660], [17.449070, -18.870100, 16.779290], [17.557130, -17.193960, 17.284760], [16.195780, -17.865310, 16.443660], [15.930960, -17.613710, 19.271480], [14.979960, -19.929000, 19.429990], [15.715200, -20.207430, 17.771690], [12.495810, -20.267850, 18.357880], [13.474700, -20.766410, 17.001650], [12.336950, -19.479320, 16.760090], [17.299630, -19.439940, 20.136980], [17.972160, -18.103850, 19.615980]],
  "forces_ev_per_angstrom": [[0.6, -1.4, -0.1], [1.3, -0.2, -0.6], [-0.2, 1.7, 0.0], [-3.1, -2.1, -3.5], [0.1, 0.1, -0.6], [0.2, -0.2, -0.3], [-0.4, 0.0, 0.1], [-0.3, 0.6, -0.6], [0.3, 0.1, -0.4], [-0.5, -0.6, 0.4], [0.5, 0.2, -0.7], [-0.5, -0.4, 0.4], [-0.6, 0.5, -0.5], [0.1, -0.3, -0.1], [-0.8, 3.2, 0.0], [-0.1, 0.0, 0.1], [0.7, 0.9, -0.7], [5.2, 6.7, 6.8], [3.2, -0.4, -0.9], [-1.4, 0.4, -1.3], [0.5, 0.2, 0.4], [-1.4, -1.1, 0.9], [0.1, 3.1, -2.5], [3.9, 0.6, 0.8], [3.5, 1.4, 2.5], [0.1, 0.9, 0.0], [1.1, 0.2, -0.6], [0.6, 0.0, 0.0], [0.4, 0.6, -0.1], [-0.1, 0.3, -0.2], [0.1, 0.4, 0.2], [0.0, 0.0, -0.1], [0.1, 0.1, -0.3], [-0.5, 2.8, -1.6], [-2.6, -0.3, 4.4], [0.9, 0.8, 0.9], [-0.6, -1.0, -0.7], [-3.2, -6.6, 3.6], [-0.5, -0.6, 3.7], [-0.7, 1.0, 0.4], [-0.7, -0.2, 0.1], [-1.1, 0.9, 3.8], [-3.9, -0.3, 0.7], [0.6, 0.4, -0.2], [0.2, 0.4, 0.8], [0.2, 0.3, 0.5], [-0.2, -0.8, -0.3], [-0.2, 0.1, 0.3], [0.2, -0.5, -1.2], [0.0, -0.4, -0.2], [-0.3, -0.6, 0.3], [0.5, -0.1, -0.3], [1.7, 2.4, -0.3], [-1.3, -0.3, 1.0], [0.3, -2.2, -1.8], [0.3, -2.3, 1.0], [-0.3, -3.3, 1.6], [0.1, 0.3, -0.1], [0.7, -0.7, 0.9], [-0.1, -1.0, 0.4], [0.0, -0.1, 0.0], [-0.2, -1.0, 0.8], [0.3, 0.7, 0.1], [-0.1, -1.6, 0.0], [1.8, -0.7, 1.0], [0.5, -2.0, -0.8], [0.2, -1.2, -0.5], [0.1, -0.4, -0.4], [-0.8, 0.2, -0.9], [1.4, 0.1, -6.4], [-0.2, 2.3, -1.9], [0.0, 0.7, 0.6], [1.0, 1.2, 1.0], [-2.7, -5.1, -3.2], [0.3, -0.3, 0.6], [0.1, 0.0, 0.3], [-0.6, 0.6, 0.4], [0.1, 1.1, -3.7], [-0.3, -0.9, -0.6], [-0.3, 2.5, 1.0], [-0.2, 0.1, 0.3], [-1.5, 3.1, 1.3], [0.1, 0.5, 0.4], [0.1, -0.2, -0.7], [-2.1, -3.5, -5.4]],
  "lowdin_charge": [-0.07, -0.40, -0.12, -0.31, -0.12, 0.07, 0.08, 0.07, 0.08, 0.13, 0.14, 0.13, 0.11, 0.11, 0.01, 0.08, 0.00, -0.10, -0.36, -0.18, -0.20, -0.06, 0.04, 0.04, 0.15, 0.16, 0.13, 0.12, 0.12, 0.08, 0.08, 0.08, 0.08, -0.02, -0.14, -0.39, -0.07, -0.32, -0.12, 0.06, 0.14, 0.03, 0.02, 0.13, 0.13, 0.14, 0.10, 0.11, 0.11, 0.08, 0.06, -0.07, -0.38, -0.18, -0.12, -0.15, -0.04, 0.08, 0.08, 0.09, 0.15, 0.13, 0.09, 0.09, 0.05, 0.12, 0.10, 0.10, -0.02, -0.43, -0.24, -0.12, -0.09, 0.01, 0.08, 0.07, 0.05, 0.10, 0.10, 0.05, 0.11, -0.03, 0.10, 0.07, -0.14],
  "multiplicity": 1
}



No. 3
{
  "formula": "H5N3O",
  "method": "ωB97M-V/def2-TZVPD",
  "symbols": ["H", "N", "N", "H", "N", "O", "H", "H", "H"],
  "xyz": [[0.721738, -0.913861, 0.055815], [0.730169, -1.572842, -0.699502], [-0.230728, -1.321663, -1.437226], [-0.169234, -1.891926, -2.300666], [0.024077, 1.352233, 0.382855], [-0.167084, 0.499057, 1.536839], [-0.722238, 2.171326, 0.421967], [-0.297213, 0.649092, -0.287064], [0.110513, 1.028584, 2.326981]],
  "forces_ev_per_angstrom": [[-0.2, 0.4, 1.1], [0.1, -0.8, -1.6], [0.4, 0.6, 0.1], [0.0, -0.3, 0.5], [-1.4, 1.3, 0.2], [0.0, 1.0, 1.5], [1.6, -2.4, -0.1], [-0.2, 1.0, -0.6], [-0.1, -0.7, -1.2]],
  "nbo_charge": [0.32, -0.29, -0.34, 0.31, -0.54, -0.62, 0.33, 0.35, 0.47],
  "multiplicity": 1
}



No. 4
{
  "formula": "C31H47O4S4SbSe4SiTeTl",
  "method": "ωB97M-V/def2-TZVPD",
  "symbols": ["Tl", "C", "C", "S", "C", "C", "S", "C", "C", "S", "C", "C", "S", "H", "H", "H", "H", "H", "H", "H", "H", "H", "H", "H", "H", "H", "H", "H", "H", "C", "Si", "C", "C", "C", "C", "C", "C", "C", "C", "H", "H", "H", "H", "H", "H", "H", "H", "H", "H", "H", "H", "H", "H", "H", "H", "H", "H", "H", "H", "H", "Se", "Sb", "Se", "Se", "Se", "Te", "C", "C", "C", "C", "C", "C", "H", "H", "H", "H", "H", "O", "C", "O", "C", "C", "C", "C", "O", "C", "O", "C", "C", "H", "H", "H", "H", "H"],
  "xyz": [[-0.661433, -0.244869, 0.161462], [-4.080891, 0.477961, -1.686036], [-4.808677, 0.023355, -0.433098], [-3.756692, -0.745456, 0.843370], [-4.587626, -0.005790, 2.285252], [-3.774423, -0.131949, 3.561000], [-2.162463, 0.693585, 3.491174], [-2.692173, 2.424694, 3.357398], [-1.542344, 3.301851, 2.880565], [-0.851036, 2.891705, 1.245914], [-2.061296, 3.687866, 0.136054], [-3.198917, 2.789900, -0.342111], [-2.590832, 1.497283, -1.465010], [-4.777746, 1.014184, -2.328129], [-3.728379, -0.385256, -2.248908], [-5.541351, -0.721449, -0.757951], [-5.331582, 0.852529, 0.046393], [-5.540944, -0.523227, 2.400684], [-4.792824, 1.042810, 2.067358], [-3.535926, -1.177096, 3.768827], [-4.328854, 0.279770, 4.404718], [-3.024798, 2.758370, 4.342369], [-3.530547, 2.484097, 2.665761], [-0.693100, 3.199775, 3.559373], [-1.847630, 4.348411, 2.855428], [-1.476350, 4.031359, -0.719113], [-2.455155, 4.554120, 0.669121], [-3.933792, 3.377524, -0.896187], [-3.680951, 2.301800, 0.504567], [-0.368353, -2.156232, 3.503540], [0.825316, -1.403580, 2.271766], [1.573374, -2.816819, 1.241101], [2.483839, -3.714746, 2.092898], [0.418172, -3.676360, 0.708829], [2.377556, -2.268399, 0.050269], [1.995587, -0.131460, 3.069902], [2.985598, -0.836090, 4.008157], [1.151344, 0.849997, 3.895269], [2.765154, 0.666037, 2.006217], [0.145594, -2.873607, 4.152170], [-1.172907, -2.682544, 2.984362], [-0.823809, -1.389029, 4.135313], [1.958932, -4.107273, 2.969927], [3.372951, -3.183561, 2.436687], [2.812375, -4.566966, 1.488658], [-0.116367, -4.182114, 1.518840], [0.806715, -4.438616, 0.029808], [-0.314917, -3.087455, 0.151724], [3.276101, -1.741609, 0.381111], [1.788246, -1.570023, -0.550897], [2.687213, -3.089311, -0.604940], [2.467784, -1.452868, 4.750978], [3.577422, -0.084659, 4.541144], [3.676422, -1.475177, 3.457482], [0.549542, 0.333463, 4.647462], [0.472672, 1.412061, 3.248140], [1.806323, 1.558804, 4.413668], [3.483338, 0.035601, 1.478872], [3.324113, 1.479017, 2.484635], [2.096560, 1.104529, 1.260317], [-3.353682, -3.401914, -5.470285], [-4.579582, -3.643734, -3.397716], [-5.189616, -5.835858, -2.583102], [-6.285495, -1.928651, -3.049571], [-2.626352, -3.131698, -1.582362], [-1.091580, -1.507222, -2.557407], [0.536948, -2.825664, -2.915932], [0.440517, -4.192940, -2.716712], [1.520963, -5.013574, -3.022719], [2.693358, -4.471326, -3.533886], [2.779016, -3.102443, -3.760187], [1.701546, -2.278493, -3.458523], [-0.474444, -4.628846, -2.333052], [1.434813, -6.082198, -2.866183], [3.534541, -5.116943, -3.761986], [3.683606, -2.679619, -4.180820], [1.768014, -1.210896, -3.629512], [0.943707, 0.647445, -2.751536], [1.236136, 1.479206, -1.881524], [1.029556, 1.375426, -0.621485], [1.912851, 2.753209, -2.330309], [1.776831, 3.905972, -1.569856], [2.370064, 5.112518, -1.960075], [3.106132, 5.091527, -3.116049], [3.796319, 6.122716, -3.703307], [4.420882, 5.569743, -4.859240], [4.066068, 4.195384, -4.947424], [3.257635, 3.938407, -3.865506], [2.665662, 2.756549, -3.509769], [1.205682, 3.853150, -0.651005], [2.264163, 6.018081, -1.375853], [5.504942, 5.666962, -4.773933], [4.079710, 6.096722, -5.751523], [2.777887, 1.860125, -4.105341]],
  "forces_ev_per_angstrom": [[0.7, -0.2, -0.1], [0.3, 0.0, 0.2], [0.0, -0.2, 0.1], [-0.1, 0.1, 0.1], [0.1, -0.1, -0.1], [0.2, 0.1, -0.1], [-0.2, 0.2, 0.1], [0.0, -0.2, 0.0], [0.0, -0.2, -0.2], [-0.1, 0.2, 0.1], [0.1, -0.3, 0.0], [0.1, -0.2, -0.1], [0.2, 0.2, 0.3], [0.0, 0.0, -0.1], [-0.2, 0.0, -0.1], [0.0, 0.1, -0.1], [0.0, 0.0, -0.1], [0.0, 0.1, 0.1], [-0.1, 0.0, 0.0], [-0.1, 0.0, 0.1], [-0.1, -0.1, 0.0], [-0.1, 0.1, 0.0], [0.0, 0.1, 0.0], [-0.1, 0.2, 0.0], [0.0, 0.0, 0.1], [0.0, 0.1, 0.0], [0.0, 0.1, -0.1], [0.0, 0.0, 0.1], [-0.1, 0.0, 0.0], [-0.2, 0.2, 0.1], [-0.3, -0.2, -0.5], [0.1, 0.1, -0.3], [-0.1, 0.1, 0.1], [-0.1, 0.1, 0.2], [0.0, 0.0, 0.1], [0.0, 0.3, -0.2], [-0.2, -0.2, 0.0], [0.0, -0.1, 0.0], [-0.1, 0.0, 0.0], [0.0, 0.0, -0.1], [0.1, 0.0, 0.0], [0.1, -0.2, 0.0], [0.1, 0.0, 0.0], [0.0, -0.1, 0.0], [0.0, 0.0, 0.0], [0.0, 0.0, -0.1], [0.0, 0.0, 0.0], [0.0, -0.1, -0.1], [0.0, 0.0, 0.0], [0.1, 0.0, -0.1], [0.0, 0.0, 0.0], [0.1, 0.0, 0.0], [0.0, 0.0, 0.0], [0.0, 0.1, 0.1], [0.0, 0.1, 0.0], [0.1, -0.1, 0.1], [0.0, 0.0, -0.1], [0.0, 0.1, 0.0], [0.0, 0.0, 0.0], [0.1, 0.0, 0.1], [0.1, 0.1, 0.3], [-0.5, -0.1, -0.6], [0.2, 0.2, 0.1], [0.2, -0.1, 0.1], [-0.4, -0.3, 0.7], [0.2, 0.2, 0.0], [0.4, 0.2, -0.2], [-0.1, -0.1, 0.0], [0.0, 0.1, 0.0], [0.0, 0.0, 0.1], [-0.1, -0.1, 0.1], [0.0, 0.0, 0.0], [0.0, 0.0, 0.0], [0.0, 0.0, 0.0], [0.0, 0.0, 0.0], [0.0, 0.0, 0.0], [0.0, -0.1, 0.0], [0.1, 0.0, 0.2], [0.1, -0.1, -0.1], [-0.6, -0.2, -0.3], [0.0, 0.1, 0.3], [0.1, 0.0, 0.0], [-0.1, 0.0, 0.1], [0.0, 0.0, 0.0], [0.0, 0.0, 0.0], [0.1, 0.0, -0.1], [0.0, 0.0, 0.0], [0.0, 0.1, 0.1], [0.1, -0.1, -0.2], [0.0, 0.0, 0.0], [0.0, 0.0, 0.0], [0.1, -0.1, 0.1], [-0.1, 0.0, 0.0], [-0.1, 0.0, 0.1]],
  "lowdin_charge": [0.56, -0.55, -0.52, 0.78, -0.53, -0.51, 0.84, -0.50, -0.52, 0.85, -0.49, -0.50, 0.81, 0.08, -0.02, -0.01, 0.07, 0.09, 0.05, 0.07, 0.08, 0.08, 0.06, 0.06, 0.08, 0.07, 0.08, 0.09, 0.04, -0.19, 0.71, -0.64, -0.08, -0.11, -0.08, -0.63, -0.09, -0.12, -0.08, 0.04, 0.04, -0.02, 0.08, 0.06, 0.09, 0.09, 0.09, -0.02, 0.07, 0.05, 0.09, 0.08, 0.09, 0.06, 0.06, 0.01, 0.09, 0.07, 0.09, 0.05, -0.26, -0.34, -0.27, -0.17, -0.05, 1.00, -0.52, -0.16, -0.08, -0.10, -0.09, -0.14, 0.05, 0.10, 0.10, 0.10, 0.08, -0.09, -0.61, -0.23, -0.12, -0.02, 0.01, -0.22, 0.02, -0.14, 0.03, -0.20, 0.08, 0.08, 0.12, 0.13, 0.13, 0.13],
  "total_charge": -1,
  "multiplicity": 1
}



The records above give, respectively, relative energy (zero: lowest compared OMol25 entry of this formula, charge and spin) values of 109.5, 2253.8, 127.9, 0.0 kJ/mol.
The records above give, respectively, HOMO level values of -9.394, -7.896, -9.440, -3.724 eV.
The records above give, respectively, HOMO-LUMO gap values of 10.101, 8.512, 10.319, 4.379 eV.